Record 1
Formula: C16H40NO10P2
Source: the OMol25 dataset
Level of theory: wB97M-V/def2-TZVPD

Total charge: -1
Gap between HOMO and LUMO (eV): 2.5
ΔE to the lowest compared entry with this formula, charge and spin (kJ/mol): 0.0

Geometry (Å):
C (-2.18584, 1.76495, -5.88908)
N (-2.14585, 2.74653, -6.95131)
C (-2.73390, 4.08427, -6.64195)
C (-4.14147, 4.36347, -7.13348)
C (-5.15913, 3.78575, -6.18686)
O (-6.53469, 3.93075, -6.64361)
O (-6.79562, 2.86988, -7.56728)
H (-1.80225, 2.20352, -4.96653)
H (-3.18913, 1.36330, -5.66461)
H (-1.56265, 0.90196, -6.15363)
H (-2.53411, 2.38755, -7.81179)
H (-2.68421, 4.24274, -5.55745)
H (-2.07622, 4.83606, -7.09493)
H (-4.28691, 3.88007, -8.11253)
H (-5.05003, 2.68110, -6.05358)
H (-5.11272, 4.25955, -5.20174)
H (-7.18776, 2.19283, -6.99796)
O (-2.00501, 2.78765, -1.67835)
P (-1.60946, 1.74933, -0.72620)
O (-2.87991, 1.43651, 0.22087)
C (-4.12672, 1.09846, -0.39938)
C (-4.08225, -0.21662, -1.15391)
O (-0.64183, 2.45207, 0.36216)
C (0.20452, 3.53595, -0.03350)
C (-0.29361, 4.83329, 0.56328)
O (-0.93222, 0.32748, -0.79958)
C (-0.23469, -0.31624, 0.27894)
C (-1.14318, -0.92433, 1.32188)
H (-4.42956, 1.90825, -1.06642)
H (-4.85447, 1.04391, 0.41000)
H (-3.41356, -0.15582, -2.01488)
H (-5.07704, -0.47486, -1.51735)
H (-3.71905, -1.02074, -0.51316)
H (0.25655, 3.61263, -1.11963)
H (1.20766, 3.30568, 0.33430)
H (-1.33576, 4.99785, 0.29213)
H (0.30295, 5.67480, 0.20822)
H (-0.23370, 4.79884, 1.65258)
H (0.49134, 0.35709, 0.72970)
H (0.34063, -1.10812, -0.20206)
H (-1.59652, -0.16186, 1.95358)
H (-0.55680, -1.58681, 1.96123)
H (-1.94545, -1.49659, 0.85791)
O (2.08369, -2.86422, 3.59617)
P (3.39556, -3.15196, 4.17051)
O (4.60869, -2.91869, 3.16519)
C (4.71787, -1.66261, 2.47339)
C (4.98814, -0.49558, 3.40153)
O (3.57176, -4.75293, 4.28047)
C (2.42641, -5.60194, 4.40113)
C (2.22128, -6.38741, 3.12508)
O (3.89041, -2.70057, 5.59139)
C (4.85458, -3.40308, 6.39192)
C (6.27879, -3.19634, 5.93043)
H (3.80765, -1.49165, 1.89518)
H (5.53954, -1.78419, 1.76980)
H (4.14117, -0.31416, 4.06653)
H (5.16474, 0.41108, 2.82313)
H (5.85936, -0.69089, 4.02678)
H (1.53597, -5.02003, 4.63959)
H (2.61868, -6.27690, 5.23867)
H (2.15169, -5.71378, 2.27142)
H (1.30934, -6.98304, 3.18221)
H (3.06386, -7.05799, 2.95083)
H (4.60432, -4.45983, 6.45866)
H (4.73117, -2.99204, 7.39380)
H (6.48789, -3.75109, 5.01628)
H (6.95981, -3.54993, 6.70542)
H (6.47728, -2.14233, 5.74044)

***

Record 2
Formula: C13H19N2
Source: the OMol25 dataset
Level of theory: wB97M-V/def2-TZVPD

Total charge: +1
Gap between HOMO and LUMO (alpha / beta) (eV): 7.0 / 6.6
ΔE to the lowest compared entry with this formula, charge and spin (kJ/mol): 429.6

Geometry (Å):
C (3.74541, -0.02658, -0.13865)
C (3.42250, 1.21450, -0.69604)
C (2.79168, -0.87726, 0.21130)
C (2.13976, 1.57176, -0.73836)
C (1.29210, -0.66480, -0.02474)
C (1.08684, 0.72366, -0.29670)
C (-0.73832, -1.99419, -0.73502)
C (-1.01141, -0.85661, -1.79336)
C (0.41914, -1.69296, 0.19336)
C (-1.26898, 0.65348, 0.24777)
C (0.51705, -2.56120, 1.36588)
C (-2.46817, 1.19015, 1.08434)
C (0.06275, 2.62566, 0.84935)
N (-0.02711, 1.35154, 0.16978)
N (-1.84762, 0.20378, -1.12472)
H (4.80822, -0.30974, 0.10371)
H (4.24870, 1.94780, -0.99484)
H (3.17315, -1.82956, 0.63565)
H (1.83013, 2.50954, -1.15541)
H (-1.58990, -2.23439, -0.18304)
H (-0.44342, -2.83239, -1.32337)
H (-0.06549, -0.44147, -2.19925)
H (-1.70360, -1.27873, -2.61931)
H (-0.17244, -2.15862, 2.10478)
H (1.50700, -2.45710, 1.94131)
H (0.25151, -3.64900, 1.12914)
H (-2.18825, 1.29996, 2.03077)
H (-3.23119, 0.40978, 1.13442)
H (-2.83400, 2.14277, 0.62826)
H (-0.21916, 2.40276, 1.91804)
H (1.10230, 2.93874, 0.87174)
H (-0.40881, 3.47327, 0.41790)
H (-2.07808, 0.79529, -1.89672)
H (-2.70560, -0.28416, -0.73140)

***

Record 3
Formula: H26O13
Source: the OMol25 dataset
Level of theory: wB97M-V/def2-TZVPD

Gap between HOMO and LUMO (eV): 9.0
ΔE to the lowest compared entry with this formula, charge and spin (kJ/mol): 426.8

Geometry (Å):
H (-0.13252, 0.22083, 0.08207)
H (1.10141, -0.18230, -0.70846)
H (0.13265, -0.57646, 3.13334)
H (0.00236, -1.71837, 4.12788)
H (-2.34680, 4.08651, -0.78699)
H (-2.05448, 3.04261, 0.27830)
H (-1.81274, -3.14212, 0.41462)
H (-2.90346, -3.88790, -0.33650)
H (4.69279, -0.05211, -3.29467)
H (5.20473, -1.12589, -2.34864)
H (-4.97591, 1.84030, -0.33041)
H (-3.49519, 1.53123, -0.47874)
H (-1.71469, -1.94183, 1.87378)
H (-2.01505, -0.55964, 2.43000)
H (2.08951, 3.09631, 1.13912)
H (0.59922, 2.90476, 1.36795)
H (0.83218, 2.72936, -1.67799)
H (-0.55528, 2.35956, -2.17624)
H (1.01488, -1.78176, -1.17923)
H (-0.25060, -2.59887, -1.38149)
H (3.43658, -0.37942, 0.43833)
H (3.53938, 0.11844, -0.99401)
H (-2.77893, -1.10323, -2.09983)
H (-3.76189, -1.48890, -1.00663)
H (2.40756, -0.51679, 2.70829)
H (2.63333, 0.66278, 1.77678)
O (0.17019, -0.40067, -0.58957)
O (0.40606, -0.85032, 4.01608)
O (-2.49674, 3.15944, -0.57008)
O (-2.01997, -3.51909, -0.44790)
O (4.39055, -0.73714, -2.68772)
O (-4.36807, 1.13541, -0.58073)
O (-1.28794, -1.11616, 2.12903)
O (1.22846, 3.33010, 0.77454)
O (0.25761, 1.97129, -1.83355)
O (0.67883, -2.56227, -1.63407)
O (4.06352, -0.01409, -0.19608)
O (-2.97276, -1.80091, -1.46370)
O (3.06121, -0.13269, 2.11313)

***

Record 4
Formula: C7H12N2O
Source: the OMol25 dataset
Level of theory: wB97M-V/def2-TZVPD

Gap between HOMO and LUMO (eV): 10.4
ΔE to the lowest compared entry with this formula, charge and spin (kJ/mol): 96.5
SMILES: C[C@]12CCC[C@@]1(C(N)=O)N2

Geometry (Å):
C (1.53183, 1.18243, -1.28430)
C (1.07304, -0.07539, -0.59800)
C (1.32161, -1.40914, -1.28736)
C (0.41110, -2.41982, -0.57260)
C (-0.78394, -1.59443, -0.06466)
C (-0.21823, -0.20427, 0.16032)
C (-1.13246, 0.97094, 0.29745)
N (-1.39927, 1.43495, 1.52213)
O (-2.01354, 1.26890, -0.54108)
N (1.05508, -0.08490, 0.86128)
H (1.39970, 2.06165, -0.64157)
H (2.59922, 1.10453, -1.53722)
H (0.96962, 1.33431, -2.21629)
H (1.03567, -1.30312, -2.34453)
H (2.38424, -1.69200, -1.26087)
H (0.09634, -3.23721, -1.23325)
H (0.94098, -2.88596, 0.26991)
H (-1.57166, -1.52531, -0.82715)
H (-1.23586, -2.01197, 0.84656)
H (-0.59679, 1.57424, 2.12491)
H (-2.40119, 1.90423, 1.31083)
H (1.35878, -0.96473, 1.27136)

***

Record 5
Formula: C2H2N2O3
Source: the OMol25 dataset
Level of theory: wB97M-V/def2-TZVPD

Gap between HOMO and LUMO (eV): 10.1
ΔE to the lowest compared entry with this formula, charge and spin (kJ/mol): 380.7
SMILES: O=c1ncn(O)o1

Geometry (Å):
O (-2.07080, -0.27436, 1.80168)
C (-1.19401, -0.26187, 0.96491)
N (-0.80729, -1.31260, 0.11220)
C (0.32786, -0.91354, -0.42068)
N (0.70874, 0.35161, -0.15995)
O (1.11662, 1.16876, -1.18905)
O (-0.49411, 0.93438, 0.47097)
H (0.79102, -1.60247, -1.08562)
H (1.62196, 1.91008, -0.49446)

***

Record 6
Formula: C3H10N2S
Source: the OMol25 dataset
Level of theory: wB97M-V/def2-TZVPD

Gap between HOMO and LUMO (eV): 9.8
ΔE to the lowest compared entry with this formula, charge and spin (kJ/mol): 133.3
SMILES: NC[C@H](N)CS

Geometry (Å):
N (-1.84582, 0.44661, 1.18511)
C (-0.37015, 0.29737, 1.32112)
C (0.31347, -0.43862, 0.19539)
N (1.64671, -0.98197, 0.56020)
C (0.47007, 0.45001, -1.06198)
S (0.58688, -0.57275, -2.67898)
H (-2.44710, -0.32534, 1.04246)
H (-2.45059, 1.28879, 0.96662)
H (0.05033, 1.30391, 1.50844)
H (-0.20444, -0.16205, 2.18984)
H (-0.31493, -1.37093, -0.12862)
H (2.04023, -1.17854, -0.38849)
H (2.14863, -0.16245, 0.79582)
H (-0.39675, 1.03274, -1.31703)
H (1.36015, 1.11854, -1.02176)
H (-0.58671, -0.74532, -3.16814)